Formula: C21H26O3
Source: OMol25
Level of theory: the ωB97M-V functional and the def2-TZVPD basis

CARTESIAN COORDINATES (ANGSTROEM)
O 4.486 3.419 -1.549
O -0.411 1.387 -2.159
O 3.392 1.893 0.540
C 3.327 3.027 -1.631
C 0.540 2.100 -1.854
C 2.670 2.163 -0.593
C 1.348 1.754 -0.645
C 2.046 5.124 -4.557
C 0.747 4.616 -4.745
C 2.899 4.569 -3.604
C 0.299 3.573 -3.898
C 2.409 3.588 -2.703
C 1.085 3.131 -2.801
C -3.322 -1.637 2.227
C -2.359 -3.777 3.221
C -3.115 -3.752 0.929
C 0.712 0.907 0.498
C 1.138 -1.078 2.083
C 0.636 -1.515 -0.279
C -0.337 -1.337 2.459
C -0.830 -1.932 0.073
C 1.296 -0.521 0.659
C -0.949 -2.420 1.538
C -2.434 -2.853 1.970
H 2.771 1.528 1.209
H 2.401 5.937 -5.184
H 0.128 4.998 -5.532
H 3.927 4.946 -3.518
H -0.717 3.217 -4.061
H -4.387 -1.946 2.253
H -3.050 -1.174 3.196
H -3.233 -0.835 1.471
H -1.930 -3.209 4.064
H -1.715 -4.588 2.959
H -3.340 -4.138 3.516
H -2.392 -4.533 0.574
H -3.495 -3.124 0.067
H -3.967 -4.216 1.340
H 0.862 1.463 1.416
H -0.391 0.841 0.383
H 1.735 -1.999 2.181
H 1.518 -0.353 2.779
H 0.641 -1.123 -1.330
H 1.202 -2.445 -0.284
H -0.881 -0.368 2.380
H -0.336 -1.666 3.512
H -1.561 -1.106 -0.110
H -1.108 -2.758 -0.564
H 2.379 -0.463 0.452
H -0.330 -3.314 1.655

HOMO level   -9.34 eV
Total charge   0
Relative energy (zero: lowest compared OMol25 entry of this formula, charge and spin)   0.0 kcal/mol
Largest force on an atom   2.8 eV/A
Molar mass   326.4 u
LUMO level   -1.161 eV